No. 1
{
  "formula": "C34H61FN3O9S",
  "method": "ωB97M-V with the def2-TZVPD basis set",
  "elements": ["O", "C", "O", "C", "O", "C", "S", "O", "O", "F", "C", "C", "C", "C", "O", "H", "H", "H", "H", "H", "H", "H", "C", "C", "C", "C", "C", "C", "N", "O", "C", "C", "C", "H", "H", "H", "H", "H", "H", "H", "H", "H", "H", "H", "H", "H", "H", "H", "H", "H", "H", "C", "C", "C", "C", "C", "C", "N", "O", "C", "C", "C", "H", "H", "H", "H", "H", "H", "H", "H", "H", "H", "H", "H", "H", "H", "H", "H", "H", "H", "C", "C", "C", "C", "C", "C", "N", "O", "C", "C", "C", "H", "H", "H", "H", "H", "H", "H", "H", "H", "H", "H", "H", "H", "H", "H", "H", "H", "H"],
  "positions_angstrom": [[-1.331, 2.139, -5.635], [-1.512, 1.230, -4.890], [-2.668, 0.485, -4.887], [-2.601, -0.456, -3.867], [-3.474, -1.223, -3.660], [-1.275, -0.261, -3.195], [-0.850, -1.209, -1.789], [-1.293, -2.537, -1.970], [-1.156, -0.429, -0.646], [0.711, -1.223, -1.937], [-0.615, 0.738, -3.776], [0.715, 1.355, -3.551], [1.740, 0.902, -4.610], [2.428, -0.404, -4.250], [3.417, -0.664, -5.233], [1.064, 1.144, -2.539], [0.593, 2.436, -3.641], [1.238, 0.769, -5.572], [2.484, 1.687, -4.750], [1.694, -1.216, -4.203], [2.897, -0.328, -3.262], [3.408, -1.592, -5.466], [-9.988, -2.207, -5.134], [-9.454, -3.559, -4.652], [-9.075, -3.508, -3.167], [-7.804, -2.706, -2.895], [-6.639, -3.227, -3.734], [-6.945, -3.272, -5.234], [-8.245, -3.997, -5.428], [-8.117, -5.262, -5.495], [-6.976, -1.858, -5.828], [-5.861, -4.051, -5.969], [-10.553, -4.591, -4.881], [-9.376, -1.361, -4.840], [-10.088, -2.200, -6.220], [-10.977, -2.052, -4.701], [-8.933, -4.533, -2.812], [-9.921, -3.091, -2.613], [-7.973, -1.643, -3.089], [-7.547, -2.784, -1.837], [-5.749, -2.610, -3.586], [-6.385, -4.238, -3.399], [-7.443, -1.862, -6.814], [-5.949, -1.508, -5.939], [-7.488, -1.131, -5.206], [-5.729, -5.047, -5.556], [-4.922, -3.503, -5.873], [-6.103, -4.149, -7.027], [-10.772, -4.694, -5.944], [-11.456, -4.252, -4.370], [-10.277, -5.567, -4.494], [1.001, -1.498, 2.803], [1.710, -0.456, 3.674], [1.520, -0.758, 5.165], [0.107, -0.464, 5.663], [-0.294, 0.974, 5.342], [-0.154, 1.328, 3.857], [1.224, 0.941, 3.409], [2.102, 1.839, 3.621], [-1.237, 0.637, 3.023], [-0.307, 2.832, 3.661], [3.189, -0.498, 3.313], [-0.019, -1.723, 3.101], [0.989, -1.181, 1.759], [1.562, -2.431, 2.867], [2.231, -0.152, 5.734], [1.782, -1.805, 5.336], [-0.607, -1.169, 5.230], [0.066, -0.616, 6.743], [-1.329, 1.161, 5.640], [0.336, 1.657, 5.921], [-1.007, 0.673, 1.958], [-2.179, 1.164, 3.179], [-1.408, -0.399, 3.302], [0.389, 3.394, 4.278], [-1.325, 3.114, 3.934], [-0.138, 3.106, 2.619], [3.342, -0.206, 2.273], [3.566, -1.514, 3.442], [3.775, 0.166, 3.941], [7.766, 2.640, 5.707], [8.246, 2.262, 4.302], [9.076, 3.389, 3.677], [8.240, 4.597, 3.260], [7.103, 4.181, 2.330], [6.214, 3.078, 2.914], [7.102, 1.959, 3.379], [7.399, 1.129, 2.460], [5.328, 3.620, 4.044], [5.283, 2.518, 1.850], [9.087, 0.998, 4.433], [7.327, 3.630, 5.771], [7.036, 1.915, 6.070], [8.623, 2.626, 6.381], [9.590, 2.991, 2.797], [9.848, 3.683, 4.393], [7.847, 5.113, 4.140], [8.880, 5.318, 2.748], [6.468, 5.037, 2.088], [7.528, 3.820, 1.388], [4.897, 2.803, 4.624], [4.505, 4.178, 3.600], [5.843, 4.296, 4.720], [5.818, 2.170, 0.970], [4.585, 3.300, 1.545], [4.700, 1.689, 2.250], [8.484, 0.167, 4.799], [9.888, 1.189, 5.150], [9.528, 0.706, 3.485]],
  "lowdin_spin": [0.000, 0.000, 0.000, 0.000, 0.000, 0.000, 0.000, 0.000, 0.000, 0.000, 0.000, 0.000, 0.000, 0.000, 0.000, 0.000, 0.000, 0.000, 0.000, 0.000, 0.000, 0.000, 0.004, 0.025, 0.017, 0.001, 0.017, 0.025, 0.391, 0.511, 0.004, -0.001, -0.001, 0.000, 0.001, 0.000, 0.002, 0.002, 0.000, 0.001, 0.002, 0.002, 0.001, 0.000, 0.000, 0.000, 0.000, 0.000, 0.000, 0.000, 0.000, 0.004, 0.025, 0.017, 0.001, 0.017, 0.025, 0.394, 0.506, 0.004, -0.001, -0.001, 0.000, 0.001, 0.000, 0.002, 0.002, 0.000, 0.001, 0.002, 0.002, 0.001, 0.000, 0.000, 0.000, 0.000, 0.000, 0.000, 0.000, 0.000, 0.004, 0.025, 0.017, 0.001, 0.017, 0.025, 0.392, 0.510, 0.004, -0.001, -0.001, 0.000, 0.001, 0.000, 0.002, 0.002, 0.000, 0.001, 0.002, 0.002, 0.001, 0.000, 0.000, 0.000, 0.000, 0.000, 0.000, 0.000, 0.000],
  "spin_multiplicity": 4,
  "total_charge": 0
}

No. 2
{
  "formula": "C34H62BF10IN7O11S",
  "method": "ωB97M-V with the def2-TZVPD basis set",
  "elements": ["C", "C", "F", "C", "B", "C", "C", "O", "I", "O", "C", "C", "C", "C", "S", "C", "C", "C", "C", "F", "F", "C", "F", "F", "C", "F", "F", "C", "F", "F", "F", "O", "N", "O", "O", "H", "H", "H", "H", "H", "H", "H", "H", "H", "H", "H", "H", "H", "H", "H", "H", "H", "H", "H", "H", "C", "C", "O", "N", "C", "H", "H", "H", "H", "H", "H", "H", "C", "C", "O", "N", "C", "H", "H", "H", "H", "H", "H", "H", "C", "C", "O", "N", "C", "H", "H", "H", "H", "H", "H", "H", "C", "C", "O", "N", "C", "H", "H", "H", "H", "H", "H", "H", "C", "C", "O", "N", "C", "H", "H", "H", "H", "H", "H", "H", "C", "C", "O", "N", "C", "H", "H", "H", "H", "H", "H", "H"],
  "positions_angstrom": [[3.495, -0.363, -1.940], [1.989, -0.556, -1.751], [1.725, -1.966, -1.743], [1.129, 0.159, -2.787], [-0.327, 0.599, -2.190], [-0.291, 2.034, -1.330], [1.010, 2.284, -0.690], [1.996, 2.713, -1.173], [1.136, 1.652, 1.435], [-0.841, -0.455, -1.219], [-1.831, -1.189, -1.881], [-1.277, -2.398, -2.666], [-1.304, -3.692, -1.826], [-0.829, -3.475, -0.370], [-2.126, -3.964, 0.822], [-2.484, -0.102, -2.770], [-3.362, -0.552, -3.943], [-4.466, -1.562, -3.568], [-5.907, -1.077, -3.721], [-6.544, -1.837, -4.673], [-6.004, 0.214, -4.135], [-6.733, -1.189, -2.410], [-6.712, -2.465, -1.984], [-6.148, -0.427, -1.488], [-8.229, -0.771, -2.489], [-8.322, 0.536, -2.765], [-8.859, -1.460, -3.449], [-9.041, -1.025, -1.186], [-8.385, -0.659, -0.105], [-9.377, -2.287, -1.070], [-10.152, -0.313, -1.251], [-3.267, 0.693, -1.794], [-3.997, 1.729, -2.406], [-3.598, 2.784, -2.084], [-1.414, 0.619, -3.235], [3.822, 0.563, -1.456], [4.031, -1.186, -1.453], [3.768, -0.378, -3.003], [1.729, -0.216, -0.740], [1.717, 1.030, -3.111], [1.045, -0.477, -3.681], [-0.519, 2.890, -1.979], [-1.067, 1.945, -0.565], [-2.575, -1.568, -1.161], [-0.244, -2.191, -2.956], [-1.820, -2.572, -3.604], [-0.658, -4.435, -2.314], [-2.318, -4.115, -1.850], [-0.531, -2.439, -0.199], [0.041, -4.106, -0.167], [-2.050, -2.941, 1.684], [-2.667, -1.044, -4.630], [-3.744, 0.316, -4.481], [-4.386, -2.439, -4.219], [-4.300, -1.922, -2.547], [-6.366, 1.029, 1.568], [-5.330, 1.919, 2.214], [-4.344, 1.470, 2.770], [-5.545, 3.264, 2.161], [-6.646, 3.971, 1.543], [-6.035, -0.001, 1.660], [-7.330, 1.142, 2.068], [-6.485, 1.265, 0.511], [-4.819, 3.804, 2.605], [-6.284, 4.637, 0.758], [-7.185, 4.569, 2.282], [-7.343, 3.268, 1.099], [5.596, 3.312, -1.230], [5.195, 3.076, 0.209], [4.725, 2.017, 0.586], [5.348, 4.098, 1.091], [5.872, 5.422, 0.860], [5.393, 2.403, -1.788], [5.015, 4.127, -1.663], [6.659, 3.552, -1.306], [5.058, 3.869, 2.030], [6.744, 5.603, 1.491], [5.121, 6.180, 1.097], [6.160, 5.539, -0.182], [4.424, 3.014, 5.283], [4.893, 4.402, 4.920], [5.690, 4.593, 4.013], [4.387, 5.446, 5.628], [3.432, 5.408, 6.715], [4.913, 2.306, 4.621], [4.680, 2.774, 6.317], [3.345, 2.919, 5.154], [4.736, 6.344, 5.328], [2.535, 5.974, 6.457], [3.862, 5.838, 7.621], [3.142, 4.384, 6.924], [-1.093, 1.116, 5.269], [-0.226, 0.013, 4.712], [0.905, 0.222, 4.306], [-0.761, -1.236, 4.643], [-2.080, -1.675, 5.045], [-0.519, 2.038, 5.238], [-1.992, 1.241, 4.664], [-1.382, 0.906, 6.300], [-0.137, -1.915, 4.233], [-2.010, -2.455, 5.807], [-2.629, -2.074, 4.190], [-2.645, -0.843, 5.451], [3.381, -4.160, -3.324], [3.214, -3.763, -4.769], [2.209, -3.230, -5.205], [4.263, -4.033, -5.606], [5.531, -4.643, -5.275], [2.498, -3.871, -2.765], [3.514, -5.242, -3.254], [4.244, -3.674, -2.871], [4.099, -3.750, -6.559], [6.358, -3.965, -5.499], [5.680, -5.564, -5.845], [5.567, -4.883, -4.217], [5.584, -3.529, 1.716], [4.722, -3.355, 0.486], [5.055, -3.785, -0.612], [3.554, -2.681, 0.624], [2.993, -2.064, 1.810], [6.475, -4.078, 1.429], [5.876, -2.560, 2.123], [5.053, -4.087, 2.488], [3.031, -2.596, -0.239], [2.020, -2.501, 2.041], [2.858, -0.992, 1.653], [3.651, -2.212, 2.662]],
  "mulliken_charge": [-1.454, 2.332, -0.231, -1.716, 1.590, -0.063, -0.230, -0.491, -0.088, -1.021, -0.435, 0.324, -1.365, 0.115, -0.283, 0.544, -1.507, -1.304, 1.166, -0.368, -0.301, 0.387, -0.340, -0.149, 0.487, -0.298, -0.277, 0.533, -0.173, -0.263, -0.279, 0.210, 0.144, -0.423, -0.533, -0.013, 0.163, 0.368, -0.875, 0.320, 0.293, 0.275, 0.001, 0.527, -0.373, 0.405, 0.394, 0.542, -0.299, 0.488, 0.038, 0.545, 0.802, 0.489, 0.453, -1.077, 0.594, -0.656, -0.172, -0.830, 0.337, 0.494, 0.226, 0.231, 0.275, 0.298, 0.302, -1.459, 0.949, -0.511, 0.060, -0.981, 0.215, 0.362, 0.475, 0.042, 0.257, 0.264, 0.420, -1.324, 0.782, -0.689, -0.153, -0.821, 0.294, 0.434, 0.361, 0.238, 0.278, 0.282, 0.314, -1.123, 0.813, -0.618, -0.079, -0.873, 0.225, 0.221, 0.420, 0.200, 0.329, 0.224, 0.331, -0.667, 0.680, -0.661, -0.157, -0.832, -0.388, 0.628, 0.426, 0.260, 0.276, 0.273, 0.304, -1.472, 1.075, -0.632, 0.180, -0.835, 0.362, 0.312, 0.340, -0.133, 0.253, 0.017, 0.429],
  "total_charge": -1
}

Number 1: E -72693.041 eV. Number 2: E -116009.357 eV.